Record 1
{"formula": "C41H54O6P2SSi2Tl", "method": "wB97M-V/def2-TZVPD", "elements": ["Tl", "O", "C", "O", "C", "C", "C", "C", "C", "C", "P", "C", "C", "C", "C", "C", "C", "C", "C", "C", "C", "C", "C", "H", "H", "H", "H", "H", "H", "H", "H", "H", "H", "H", "H", "H", "H", "C", "P", "C", "C", "H", "H", "H", "H", "H", "H", "H", "H", "H", "C", "C", "O", "H", "H", "H", "H", "H", "H", "C", "C", "C", "C", "C", "C", "Si", "C", "C", "C", "C", "C", "C", "H", "H", "H", "H", "H", "H", "H", "H", "H", "H", "H", "C", "S", "O", "O", "O", "H", "H", "H", "C", "Si", "C", "C", "C", "H", "H", "H", "H", "H", "H", "H", "H", "H", "H", "H"], "positions_angstrom": [[6.986, -22.520, -5.238], [7.550, -20.016, -1.567], [8.412, -19.234, -1.302], [8.532, -17.963, -2.146], [9.361, -19.093, -0.184], [9.578, -19.942, 0.871], [10.500, -19.623, 1.903], [11.162, -18.389, 1.911], [11.025, -17.533, 0.810], [10.087, -17.872, -0.183], [9.642, -16.884, -1.546], [10.840, -16.400, -2.718], [11.605, -15.202, -2.661], [12.357, -14.881, -3.772], [12.503, -15.785, -4.828], [11.712, -16.942, -4.878], [10.901, -17.303, -3.816], [8.875, -15.315, -1.140], [7.717, -14.948, -1.844], [7.251, -13.643, -1.691], [7.842, -12.788, -0.727], [8.959, -13.221, 0.015], [9.453, -14.528, -0.186], [9.057, -20.861, 0.917], [10.749, -20.240, 2.745], [11.860, -18.187, 2.682], [11.561, -16.563, 0.732], [11.522, -14.558, -1.763], [12.847, -13.926, -3.861], [13.190, -15.530, -5.717], [11.785, -17.639, -5.674], [10.198, -18.098, -3.782], [7.316, -15.572, -2.643], [6.467, -13.203, -2.343], [7.389, -11.854, -0.447], [9.373, -12.587, 0.752], [10.241, -14.929, 0.401], [11.374, -22.850, -7.829], [9.566, -22.666, -7.554], [9.120, -21.086, -8.374], [8.911, -23.870, -8.727], [11.732, -23.646, -7.180], [12.057, -22.018, -7.588], [11.536, -23.087, -8.856], [9.277, -20.999, -9.438], [9.648, -20.261, -7.868], [8.024, -21.040, -8.290], [9.146, -23.510, -9.748], [7.847, -23.932, -8.618], [9.341, -24.849, -8.552], [2.347, -22.766, -2.847], [3.429, -22.288, -3.835], [4.714, -22.869, -3.398], [1.362, -22.493, -3.196], [2.547, -22.372, -1.811], [2.286, -23.868, -2.786], [3.612, -21.181, -3.782], [3.178, -22.585, -4.878], [4.742, -23.853, -3.463], [5.388, -16.487, -6.173], [5.136, -17.052, -4.879], [3.861, -17.365, -4.455], [2.781, -17.249, -5.324], [3.002, -16.851, -6.621], [4.309, -16.534, -7.069], [0.991, -17.495, -4.811], [-0.092, -16.060, -4.805], [0.387, -14.849, -5.333], [-0.475, -13.859, -5.687], [-1.861, -13.930, -5.396], [-2.259, -15.037, -4.643], [-1.431, -16.132, -4.417], [6.415, -16.219, -6.501], [6.017, -17.278, -4.257], [3.730, -17.489, -3.380], [2.162, -16.908, -7.317], [4.487, -16.331, -8.140], [0.450, -18.525, -5.693], [1.476, -14.649, -5.481], [-0.135, -12.922, -6.202], [-2.481, -13.056, -5.526], [-3.310, -15.014, -4.268], [-1.793, -16.974, -3.869], [2.050, -18.811, -0.959], [1.190, -17.459, -1.876], [-0.113, -17.184, -1.286], [1.993, -16.293, -2.102], [1.063, -18.292, -3.266], [1.537, -19.798, -1.034], [2.075, -18.464, 0.111], [3.018, -18.950, -1.501], [9.705, -26.138, -3.085], [8.292, -24.958, -2.643], [8.454, -24.520, -0.801], [6.527, -25.802, -2.684], [8.371, -23.391, -3.619], [9.370, -27.106, -3.507], [10.323, -26.450, -2.225], [10.479, -25.631, -3.798], [8.188, -25.309, -0.084], [7.898, -23.601, -0.551], [9.497, -24.237, -0.589], [6.739, -26.813, -2.359], [6.207, -25.920, -3.713], [5.816, -25.323, -2.046], [8.248, -22.573, -2.911], [9.296, -23.200, -4.227]], "relative_energy_ev": 1.9065, "fmax_ev_per_a": 3.58, "e_lumo_ev": [1.8, 1.8], "total_charge": -1}

Record 2
{"formula": "C41H55BCrF3N6O2SbSi3", "method": "wB97M-V/def2-TZVPD", "elements": ["Cr", "C", "C", "C", "C", "N", "N", "B", "N", "N", "C", "C", "C", "C", "C", "C", "C", "C", "C", "C", "N", "N", "C", "C", "C", "C", "C", "C", "C", "C", "C", "C", "C", "C", "C", "C", "C", "C", "H", "H", "H", "H", "H", "H", "H", "H", "H", "H", "H", "H", "H", "H", "H", "H", "H", "H", "H", "H", "H", "H", "H", "H", "H", "H", "H", "H", "F", "C", "F", "F", "C", "O", "O", "C", "Si", "C", "C", "Sb", "Si", "C", "C", "C", "Si", "C", "C", "C", "H", "H", "H", "H", "H", "H", "H", "H", "H", "H", "H", "H", "H", "H", "H", "H", "H", "H", "H", "H", "H", "H", "H", "H", "H", "H", "H"], "positions_angstrom": [[0.074, 0.289, 0.408], [-2.099, 0.168, -4.145], [-2.243, 0.102, -2.671], [-3.335, -0.356, -1.964], [-2.978, -0.285, -0.613], [-1.755, 0.238, -0.509], [-1.295, 0.448, -1.776], [0.095, 1.067, -2.096], [1.325, 0.165, -1.750], [1.928, 0.123, -0.519], [3.070, -0.555, -0.659], [3.220, -0.932, -1.997], [2.098, -0.469, -2.655], [1.774, -0.649, -4.093], [4.053, -0.988, 0.343], [5.364, -0.518, 0.287], [6.353, -1.133, 1.032], [6.049, -2.232, 1.821], [4.744, -2.687, 1.895], [3.746, -2.061, 1.169], [0.209, 2.364, -1.295], [0.175, 2.399, 0.062], [0.224, 3.705, 0.412], [0.292, 4.485, -0.751], [0.270, 3.607, -1.809], [0.268, 3.932, -3.256], [0.230, 4.272, 1.752], [0.332, 5.658, 1.920], [0.385, 6.213, 3.184], [0.320, 5.402, 4.306], [0.204, 4.033, 4.152], [0.156, 3.477, 2.889], [-3.793, -0.937, 0.412], [-5.141, -0.614, 0.549], [-5.976, -1.425, 1.296], [-5.485, -2.590, 1.864], [-4.144, -2.910, 1.738], [-3.292, -2.073, 1.042], [-3.012, -0.194, -4.610], [-1.269, -0.457, -4.468], [-1.912, 1.185, -4.484], [-4.250, -0.745, -2.361], [0.140, 1.308, -3.247], [4.026, -1.499, -2.414], [2.614, -1.127, -4.591], [1.569, 0.297, -4.590], [0.902, -1.292, -4.204], [5.607, 0.307, -0.369], [7.370, -0.774, 0.976], [6.825, -2.737, 2.376], [4.495, -3.540, 2.509], [2.738, -2.440, 1.205], [0.347, 5.549, -0.825], [0.329, 5.009, -3.383], [-0.652, 3.581, -3.723], [1.114, 3.472, -3.763], [0.382, 6.313, 1.067], [0.491, 7.283, 3.295], [0.366, 5.834, 5.294], [0.145, 3.393, 5.017], [0.080, 2.409, 2.762], [-5.531, 0.265, 0.056], [-7.021, -1.176, 1.404], [-6.146, -3.256, 2.395], [-3.772, -3.832, 2.157], [-2.250, -2.333, 0.918], [-1.079, -4.546, -0.362], [0.087, -3.913, -0.571], [0.065, -3.444, -1.828], [1.055, -4.827, -0.496], [0.264, -2.728, 0.433], [0.629, -2.950, 1.576], [-0.034, -1.626, -0.078], [-0.875, -1.800, 6.161], [-0.266, -2.571, 4.516], [1.455, -3.356, 4.776], [-1.482, -3.933, 3.925], [0.019, -0.367, 2.910], [-2.148, 0.850, 3.985], [-3.487, -0.522, 4.059], [-1.982, 1.575, 5.758], [-2.768, 2.201, 2.774], [2.319, 0.586, 3.975], [2.969, 1.970, 2.815], [3.705, -0.716, 4.203], [1.945, 1.172, 5.757], [-0.851, -2.542, 6.952], [-1.890, -1.435, 6.094], [-0.244, -0.973, 6.465], [1.348, -4.378, 5.128], [2.048, -2.813, 5.504], [1.995, -3.391, 3.836], [-1.255, -4.862, 4.441], [-1.369, -4.124, 2.864], [-2.523, -3.694, 4.124], [-3.044, -1.509, 4.150], [-4.095, -0.518, 3.161], [-4.150, -0.371, 4.906], [-2.771, 1.192, 6.395], [-2.078, 2.655, 5.730], [-1.048, 1.332, 6.248], [-2.458, 1.976, 1.753], [-2.383, 3.182, 3.036], [-3.852, 2.258, 2.792], [2.655, 1.803, 1.784], [4.055, 1.992, 2.822], [2.620, 2.951, 3.120], [4.612, -0.412, 3.689], [3.436, -1.698, 3.838], [3.957, -0.811, 5.254], [0.980, 1.647, 5.860], [2.694, 1.888, 6.072], [1.977, 0.340, 6.450]], "fmax_ev_per_a": 2.31, "spin_multiplicity": 2, "s_squared": 1.2255, "e_lumo_ev": [-4.2, -3.7], "total_charge": 1}